C4H6NO4 | ωB97M-V/def2-TZVPD

Last column: Löwdin charge in e.
Geometry (Å):
C1 -0.5792 -0.0137 -1.2768  -0.2908
H1 1.3930 -0.3551 -1.5651  0.1225
C2 -0.9972 -0.6473 1.3190  -0.3592
H2 0.8653 1.3316 -2.0289  0.1062
O1 1.2174 1.0746 -0.1243  -0.1690
H3 -0.7107 -1.7817 1.4924  0.1074
O2 -1.5807 0.7851 -0.7151  -0.0051
O3 -0.6371 0.1881 2.1644  -0.1374
H4 0.6695 0.6912 2.1043  0.0906
C3 0.7832 0.5477 -1.3089  -0.2607
H5 -0.8906 -0.5815 -2.2308  0.1475
H6 -1.9554 -1.3753 -0.4054  0.1252
C4 -1.3639 -0.4562 -0.0730  -0.2850
N1 1.9873 0.0781 0.6849  -0.0053
O4 1.7992 0.5143 1.9634  -0.1870

Calculated values
charge	-1
SMILES	O=C[C@H]1O[C@H]1CO[N-]O
orbital gap (spin up / spin down)	5.3 / 7.8	eV
energy above the lowest of the compared OMol25 structures with the same formula, charge and spin	200.1	kcal/mol
LUMO energy (spin up / spin down)	4.05 / 4.01	eV

C4H6NO4 | ωB97M-V/def2-TZVPD

Last column: Löwdin charge in e.
Geometry (Å):
C1 0.5174 -0.5408 0.5885  -0.0518
H1 -1.4792 0.6168 -2.2991  0.2196
H2 0.5140 1.4500 0.3611  0.1475
C2 1.1287 0.6446 -1.4670  -0.0662
H3 2.2972 0.7675 0.3175  0.1873
H4 0.9286 -0.6267 1.6865  0.1847
H5 0.6994 -1.4907 0.0546  0.1480
O1 -0.8258 0.6061 -1.5029  -0.0065
O2 1.4608 0.5942 -2.5295  0.3846
H6 -2.9704 0.5357 0.4960  0.1005
O3 -1.6915 -0.4467 1.7641  0.1607
C3 1.2111 0.7203 -0.0049  -0.0414
O4 -2.8728 0.4377 -0.4382  0.1080
C4 -1.0026 -0.3631 0.7764  -0.3395
N1 -1.6565 -0.0480 -0.5160  -0.1356

Calculated values
charge	+1
orbital gap	9.0	eV
energy above the lowest of the compared OMol25 structures with the same formula, charge and spin	35.1	kcal/mol
LUMO energy	-4.80	eV

C4H6NOP | ωB97M-V/def2-TZVPD

Last column: Löwdin charge in e.
Geometry (Å):
C1 -1.5809 0.3409 -0.1727  -0.0088
H1 -1.9549 0.0412 0.8047  0.0978
H2 1.6744 0.0988 0.6660  0.0858
H3 -2.0199 -0.2703 -0.9610  0.1092
C2 0.6076 0.1077 0.7873  0.1357
P1 2.5479 -1.7624 -1.7267  0.7306
H4 3.8280 -1.2010 -1.4534  -0.1766
C3 1.6692 -0.4024 -1.5066  -0.4867
N1 -0.1514 0.2323 -0.2452  -0.0926
C4 0.4204 0.1470 -1.6057  -0.6261
H5 -1.8666 1.3745 -0.3803  0.1138
O1 -0.2094 0.6153 -2.5368  0.0107
H6 0.1864 -0.0576 1.7672  0.1073

Calculated values
charge	0
orbital gap (spin up / spin down)	6.5 / 6.5	eV
energy above the lowest of the compared OMol25 structures with the same formula, charge and spin	67.9	kcal/mol
LUMO energy (spin up / spin down)	-0.87 / -0.87	eV

C4H6NOS | ωB97M-V/def2-TZVPD

Last column: Löwdin charge in e.
Geometry (Å):
H1 -0.4918 -1.7919 1.2879  0.0638
H2 -2.2854 -3.0541 1.5326  -0.0150
O1 1.2179 2.6643 -1.3687  0.1243
N1 -0.5503 -1.0888 0.5971  -0.0479
H3 1.2102 -0.3855 1.5573  0.1392
S1 -2.5423 -2.7197 0.0847  0.8679
H4 0.8418 3.0642 -2.2123  0.1870
C1 1.1016 1.0308 0.1242  -0.0440
H5 2.1783 1.2944 0.4057  0.1703
C2 0.5347 -0.1718 0.7102  0.0561
C3 0.5257 1.6631 -0.8870  -0.1294
C4 -1.3890 -1.7351 -0.4295  -0.5377
H6 -0.3515 1.2301 -1.4023  0.1655

Calculated values
charge	+1
orbital gap	7.5	eV
energy above the lowest of the compared OMol25 structures with the same formula, charge and spin	98.8	kcal/mol
LUMO energy	-5.93	eV

C4H6NP | ωB97M-V/def2-TZVPD

Last column: Löwdin charge in e.
Geometry (Å):
H1 -1.9337 0.4033 -0.4564  0.0974
N1 2.7581 -0.2490 -0.0482  -0.2401
C1 0.2078 0.1893 0.2056  -0.5347
P1 1.7229 1.0329 0.6411  0.8718
H2 2.0287 1.8595 -0.8524  0.0577
C2 2.0228 -1.2083 -0.4059  -0.3333
H3 -0.9886 1.9495 -0.0825  0.0809
H4 -1.5669 0.9990 1.2148  0.0558
H5 2.5523 -2.1015 -0.7552  0.1016
C3 -1.1435 0.8627 0.2288  -0.1347
H6 0.0711 -1.8668 -0.7884  0.0853
C4 0.5681 -1.0126 -0.3916  -0.1075

Calculated values
charge	0
orbital gap	9.3	eV
energy above the lowest of the compared OMol25 structures with the same formula, charge and spin	25.7	kcal/mol
LUMO energy	-0.17	eV

C4H6NS | ωB97M-V/def2-TZVPD

Last column: Löwdin charge in e.
Geometry (Å):
C1 -0.0984 -1.1732 -0.0216  0.2029
H1 -2.2807 0.2463 -0.8035  0.0943
H2 2.4426 -1.8759 0.3436  0.0701
C2 0.5642 1.0487 0.0828  -0.3610
H3 -1.9164 1.4139 0.4864  0.1121
C3 1.8522 -1.1537 -0.2098  -0.2776
H4 1.6399 -1.3172 -1.2417  0.0520
H5 0.2581 2.0390 0.2503  0.1023
S1 2.1048 0.5917 0.1824  1.1467
N1 -0.4099 0.1150 0.0856  -0.2502
H6 -2.2955 -0.3255 0.7064  0.0696
C4 -1.8611 0.3909 0.1392  0.0386

Calculated values
charge	+1
orbital gap	7.6	eV
energy above the lowest of the compared OMol25 structures with the same formula, charge and spin	87.1	kcal/mol
LUMO energy	-6.46	eV

C4H6O | ωB97M-V/def2-TZVPD

Last column: Löwdin charge in e.
Geometry (Å):
C1 0.8725 -0.0252 -0.1359  -0.1627
H1 -1.9877 1.1887 0.7461  0.0514
H2 1.3790 0.0868 -1.1026  0.1281
C2 -1.3820 1.2931 -0.1632  0.2350
H3 -0.9854 -1.0443 -0.5673  0.0693
O1 0.2627 2.3374 0.3660  0.0669
C3 -0.0149 -1.2719 -0.1030  -0.0962
C4 -0.0086 1.1645 0.0615  -0.5750
H4 -0.2056 -1.5961 0.9247  0.0823
H5 1.6543 -0.0257 0.6311  0.1252
H6 0.4157 -2.1072 -0.6574  0.0757

Calculated values
charge	0
orbital gap	9.1	eV
energy above the lowest of the compared OMol25 structures with the same formula, charge and spin	73.6	kcal/mol
LUMO energy	-0.28	eV

C4H6O | ωB97M-V/def2-TZVPD

Last column: Löwdin charge in e.
Geometry (Å):
C1 -2.0223 0.4482 0.0765  0.0783
C2 1.8206 -0.1222 0.4981  -0.3676
H1 1.6573 -2.2423 -0.8561  0.0829
H2 3.4105 1.0122 0.4546  0.0764
H3 -2.6404 -0.4397 0.3828  0.0128
H4 -2.4281 0.9575 -0.7951  -0.0122
C3 0.5310 -0.3719 -0.1924  0.0492
C4 1.4194 -1.2696 -0.4595  -0.0011
O1 2.5309 0.9963 0.1081  -0.0049
H5 -1.7046 1.1233 0.8422  -0.0262
H6 1.9699 -0.3368 1.5329  0.1124

Calculated values
charge	0
orbital gap (spin up / spin down)	8.8 / 8.0	eV
energy above the lowest of the compared OMol25 structures with the same formula, charge and spin	141.9	kcal/mol
LUMO energy (spin up / spin down)	0.22 / -0.65	eV

C4H6O | ωB97M-V/def2-TZVPD

Last column: Löwdin charge in e.
Geometry (Å):
H1 -1.9888 -0.2421 -1.8094  0.0752
H2 1.1783 -0.0167 2.0911  0.1072
C1 1.0357 -0.5774 1.1263  -0.1004
O1 -1.1312 1.1564 -0.6372  0.0307
H3 -0.7402 -1.6300 0.1475  0.0892
H4 2.1985 -1.5806 -0.4352  0.0643
C2 0.2281 -1.1491 0.2447  -0.1008
H5 1.8987 0.1981 -1.0733  0.0850
C3 1.7182 -0.5773 -0.2794  -0.1009
H6 -0.1871 0.0426 -1.8302  0.0734
C4 -1.1660 0.2150 -1.3372  -0.2229

Calculated values
charge	0
SMILES	C1=CC1.C=O
orbital gap	10.0	eV
energy above the lowest of the compared OMol25 structures with the same formula, charge and spin	105.6	kcal/mol
LUMO energy	0.74	eV